# 1
The following is a quantum chemistry calculation of a cluster of 4 separate species, C17H25ClF3NO10S in total in a non-equilibrium geometry, from the OMol25 dataset.

Positions of all 58 atoms, in Å:
C: -1.4548 1.4526 7.4340
C: -0.4828 0.4009 7.9910
Cl: -1.0370 -0.1262 9.6266
C: 0.9484 0.9091 8.1545
O: 1.8541 0.4429 7.1356
C: 2.0196 -0.8748 7.1175
O: 1.7084 -1.6482 7.9941
N: 2.6910 -1.3389 5.9087
S: 1.7346 -1.5777 4.5826
O: 0.7705 -2.5811 4.8415
O: 2.6161 -1.7588 3.4823
C: 0.7624 -0.0411 4.1580
F: 0.6367 -0.0637 2.8361
F: -0.4412 -0.0692 4.6914
F: 1.4098 1.0599 4.4966
H: -0.9594 2.3718 7.1625
H: -1.9315 1.0336 6.5593
H: -2.2381 1.6071 8.1581
H: -0.5390 -0.4891 7.3846
H: 1.3488 0.6782 9.1262
H: 0.9394 1.9817 8.0560
H: 3.4691 -0.7257 5.6745
O: 4.4344 -1.3145 -2.5436
C: 3.7073 -1.2804 -1.5944
C: 3.6380 -2.2691 -0.4469
C: 2.2932 -1.9338 0.1952
C: 2.1469 -0.4589 -0.1302
O: 2.8131 -0.2839 -1.3984
H: 4.4759 -2.0793 0.2261
H: 3.6835 -3.2890 -0.8172
H: 2.2454 -2.1440 1.2595
H: 1.4996 -2.4969 -0.2979
H: 2.6384 0.1801 0.6083
H: 1.1083 -0.1564 -0.2275
O: -0.5405 -1.3164 -1.7562
C: -0.4547 -1.2103 -2.9468
C: 0.6979 -1.6380 -3.8344
C: 0.4030 -0.8987 -5.1377
C: -1.1139 -0.7891 -5.1015
O: -1.4494 -0.6952 -3.7005
H: 0.6559 -2.7218 -3.9581
H: 1.6475 -1.3486 -3.3971
H: 0.7749 -1.3994 -6.0288
H: 0.8468 0.0968 -5.1023
H: -1.6027 -1.6758 -5.5135
H: -1.4891 0.0911 -5.6154
O: -1.6585 1.9751 -8.3314
C: -2.6608 2.1534 -7.7106
C: -3.8728 2.9659 -8.1229
C: -4.6165 3.1457 -6.8003
C: -4.2080 1.8940 -6.0355
O: -2.8768 1.5918 -6.4935
H: -4.4502 2.3853 -8.8433
H: -3.5678 3.9090 -8.5656
H: -5.6943 3.2500 -6.9048
H: -4.2412 4.0314 -6.2862
H: -4.8515 1.0406 -6.2590
H: -4.1859 2.0456 -4.9595

## Properties
- Gap between HOMO and LUMO: 10.14 eV
- 2S+1: 1
- Energy: -71509.7113 eV
- Net charge: 0
- LUMO energy: 0.2 eV
- SMILES: C[C@H](Cl)COC(=O)NS(=O)(=O)C(F)(F)F.O=C1CCCO1.O=C1CCCO1.O=C1CCCO1

---

# 2
The following is a quantum chemistry calculation of a structure of composition C27H26GeN6O4PdS in a non-equilibrium geometry, from the OMol25 dataset.

Positions of all 66 atoms, in Å:
Pd: 0.1284 0.2794 0.0136
C: 1.7905 -1.9689 4.5682
C: 0.4946 -1.4230 4.1106
N: -0.5313 -1.1562 4.8426
N: -1.4699 -0.6710 3.9877
C: -1.0545 -0.6074 2.7228
S: -1.8792 -0.1054 1.3461
N: 0.2187 -1.0867 2.7925
N: 1.0440 -1.1680 1.6789
H: 1.7509 -2.1074 5.6451
H: 2.6069 -1.2834 4.3311
H: 1.9983 -2.9324 4.1002
H: -2.3762 -0.3951 4.3317
H: 1.9854 -0.8863 1.9378
H: 1.0475 -2.1111 1.3008
C: 3.7449 -1.3503 -0.8182
C: 2.7583 -0.7724 -1.7691
N: 1.5039 -0.4349 -1.5041
C: 0.9709 0.1079 -2.6609
C: 1.9273 0.0826 -3.6352
N: 3.0335 -0.4685 -3.0461
C: 2.0668 0.5652 -5.0432
O: 1.0200 1.1064 -5.5895
O: 3.1455 0.4341 -5.5736
C: -0.4263 0.6567 -2.7403
O: -0.8257 1.0666 -3.8290
O: -1.1064 0.6544 -1.6572
H: 3.3057 -1.4267 0.1714
H: 4.6247 -0.7090 -0.7544
H: 4.0681 -2.3408 -1.1394
H: 3.8933 -0.6042 -3.5632
H: 0.2358 1.1033 -4.9602
C: 1.7455 4.7550 -3.3124
C: 0.7659 5.2246 -2.4490
C: 0.5256 4.5781 -1.2436
C: 1.2843 3.4680 -0.8945
C: 2.2674 2.9968 -1.7669
C: 2.5028 3.6437 -2.9716
Ge: 0.9429 2.4181 0.7491
C: -0.4344 3.3459 1.8257
C: -1.7085 3.4643 1.2703
C: -2.7307 4.0547 1.9991
C: -2.4861 4.5103 3.2882
C: -1.2219 4.3865 3.8456
C: -0.1914 3.8056 3.1152
C: 2.6108 2.1928 1.7880
C: 2.5480 1.5061 3.0049
C: 3.6957 1.2577 3.7441
C: 4.9289 1.6793 3.2634
C: 5.0042 2.3595 2.0561
C: 3.8536 2.6128 1.3200
H: 1.9196 5.2539 -4.2567
H: 0.1792 6.0944 -2.7140
H: -0.2443 4.9493 -0.5782
H: 2.8611 2.1282 -1.4971
H: 3.2655 3.2743 -3.6472
H: -1.8987 3.1044 0.2638
H: -3.7156 4.1582 1.5613
H: -3.2804 4.9772 3.8562
H: -1.0307 4.7441 4.8495
H: 0.8010 3.7272 3.5445
H: 1.5758 1.2067 3.3936
H: 3.6339 0.7558 4.7028
H: 5.8270 1.4902 3.8365
H: 5.9623 2.7033 1.6877
H: 3.9204 3.1584 0.3865

## Properties
- Gap between HOMO and LUMO (alpha / beta): 7.49 / 5.22 eV
- Energy above the lowest of the compared OMol25 structures with the same formula, charge and spin: 0.0 kcal per mole
- 2S+1: 4
- Energy: -116375.8610 eV
- Net charge: +1
- LUMO energy (alpha / beta): -2.7 / -6.5 eV

---

# 3
The following is a quantum chemistry calculation of a structure of composition C17H24ClN2O2P2Pt in a non-equilibrium geometry, from the OMol25 dataset.

Positions of all 49 atoms, in Å:
Pt: -1.1575 0.6839 -0.1919
C: -2.8984 -0.7988 -2.8195
P: -2.2666 -1.0329 -1.1264
C: -3.7166 -1.7378 -0.2875
C: -1.0475 -2.3666 -1.2724
C: -1.4765 -3.6900 -1.3193
C: -0.5704 -4.7369 -1.3643
C: 0.7835 -4.4543 -1.3718
C: 1.2192 -3.1371 -1.3365
C: 0.3200 -2.0704 -1.3101
P: 0.9948 -0.3170 -1.1109
C: 2.7450 -0.5907 -1.5688
C: 0.5522 0.5354 -2.7016
H: -3.3107 -1.7434 -3.1737
H: -2.1066 -0.4747 -3.4913
H: -3.6860 -0.0441 -2.8053
H: -4.2122 -2.4686 -0.9240
H: -4.4079 -0.9222 -0.0736
H: -3.4205 -2.2085 0.6490
H: -2.5359 -3.9132 -1.3034
H: -0.9195 -5.7603 -1.3824
H: 1.5106 -5.2555 -1.3912
H: 2.2826 -2.9567 -1.3406
H: 3.3139 -1.0897 -0.7859
H: 3.1886 0.3842 -1.7447
H: 2.7687 -1.1764 -2.4859
H: 0.5366 -0.1954 -3.5121
H: 1.3289 1.2742 -2.8974
H: -0.4010 1.0532 -2.6511
Cl: 4.2709 4.4262 5.1777
C: 3.3866 3.7636 3.8574
C: 4.0072 2.8690 2.9955
C: 3.2963 2.3397 1.9357
C: 1.9653 2.6982 1.7357
C: 1.3571 3.6065 2.6022
C: 2.0621 4.1372 3.6644
C: 1.1790 2.0943 0.6355
O: 1.7818 1.3287 -0.1786
O: -0.0541 2.3518 0.5501
H: 5.0419 2.5995 3.1553
H: 3.7653 1.6432 1.2551
H: 0.3314 3.8992 2.4268
H: 1.6018 4.8453 4.3393
N: -3.5834 0.7963 1.9711
N: -2.2369 1.2392 1.8096
H: -4.1056 1.3977 2.5977
H: -3.5874 -0.1442 2.3368
H: -1.6461 1.0872 2.6212
H: -2.2441 2.2314 1.6058

## Properties
- Gap between HOMO and LUMO (alpha / beta): 6.66 / 6.66 eV
- Energy above the lowest of the compared OMol25 structures with the same formula, charge and spin: 9.5 kcal per mole
- 2S+1: 1
- Energy: -59435.0966 eV
- Net charge: +1
- LUMO energy (alpha / beta): -4.2 / -4.2 eV

---

# 4
The following is a quantum chemistry calculation of an isolated molecule of C14H11F2N5S in a non-equilibrium geometry, from the OMol25 dataset.

Positions of all 33 atoms, in Å:
N: 0.3323 0.1388 1.8788
N: 0.2601 1.1035 0.9023
C: 1.2515 1.9396 0.4787
S: 2.8200 1.9716 1.2520
C: 3.7190 0.8918 0.0448
C: 2.8447 -0.2439 -0.3586
C: 2.1834 -0.2574 -1.5849
F: 2.4492 0.7144 -2.4731
C: 1.2739 -1.2399 -1.9309
C: 1.0107 -2.2606 -1.0348
C: 1.6658 -2.3050 0.1832
C: 2.5606 -1.3016 0.5016
F: 3.1848 -1.3452 1.6928
N: 0.8366 2.6411 -0.5489
N: -0.4016 2.2747 -0.8230
C: -0.7714 1.3490 0.0454
C: -2.0697 0.7185 0.1101
C: -3.0489 1.0429 -0.8317
C: -4.2833 0.4320 -0.7305
C: -4.5048 -0.4736 0.2996
C: -3.4717 -0.7240 1.1871
N: -2.2843 -0.1503 1.1010
H: -0.6188 -0.1899 2.0687
H: 0.8250 0.4823 2.6977
H: 4.6045 0.5608 0.5847
H: 3.9905 1.5126 -0.8068
H: 0.7842 -1.1863 -2.8896
H: 0.2964 -3.0273 -1.2893
H: 1.4848 -3.0941 0.8942
H: -2.8125 1.7582 -1.6016
H: -5.0655 0.6561 -1.4407
H: -5.4548 -0.9716 0.4114
H: -3.5908 -1.4172 2.0098

## Properties
- Gap between HOMO and LUMO: 9.06 eV
- 2S+1: 1
- Energy: -38416.2562 eV
- Net charge: 0
- LUMO energy: 0.3 eV
- SMILES: Nn1c(SCc2c(F)cccc2F)nnc1-c1ccccn1

---

# 5
The following is a quantum chemistry calculation of a cluster of 2 separate species, C4H8N2O in total in a non-equilibrium geometry, from the OMol25 dataset.

Positions of all 15 atoms, in Å:
C: 2.0264 0.6570 -0.5595
C: 1.5551 -0.6737 -0.0489
O: 1.6598 -1.7256 -0.6291
C: 0.9981 -0.6492 1.3334
N: 0.5757 -0.6323 2.4107
H: 2.9500 0.9300 -0.0342
H: 2.2288 0.5808 -1.6292
H: 1.2774 1.4276 -0.3608
C: -2.1746 0.3766 0.2764
N: -1.1909 -0.3676 -0.5087
H: -2.2007 1.4146 -0.0698
H: -1.8599 0.3811 1.3251
H: -3.1981 -0.0246 0.2262
H: -1.4386 -0.3473 -1.4940
H: -1.2085 -1.3474 -0.2376

## Properties
- Gap between HOMO and LUMO: 10.07 eV
- Energy above the lowest of the compared OMol25 structures with the same formula, charge and spin: 44.7 kcal per mole
- 2S+1: 1
- Energy: -9304.4555 eV
- Net charge: 0
- LUMO energy: 0.2 eV
- SMILES: CC(=O)C#N.CN

---

# 6
The following is a quantum chemistry calculation of a cluster of 14 separate species, H28O14 in total, from the OMol25 dataset.

Positions of all 42 atoms, in Å:
O: -3.7360 1.4835 3.5015
H: -4.2644 1.5545 4.2965
H: -4.0458 0.6827 3.0783
O: -4.9061 -1.6455 0.5039
H: -4.7597 -1.2747 -0.3664
H: -4.3255 -2.4056 0.5417
O: 1.4947 0.2470 5.4240
H: 2.1711 0.8818 5.6601
H: 1.1360 0.5742 4.5990
O: -1.3955 -4.2781 1.3285
H: -1.4429 -5.0559 1.8844
H: -0.8282 -4.5364 0.6021
O: 5.1676 -1.1150 2.0563
H: 4.4132 -0.6418 1.7053
H: 5.8492 -0.4488 2.1441
O: 1.1787 -3.9624 -2.8731
H: 1.7087 -3.1816 -3.0332
H: 1.4616 -4.5858 -3.5420
O: -2.5898 -1.3615 -3.7503
H: -2.2112 -2.1068 -3.2839
H: -3.3509 -1.7236 -4.2039
O: 1.7715 -4.9592 5.0856
H: 1.5033 -5.3530 5.9158
H: 1.6546 -4.0184 5.2174
O: -2.2790 4.1839 -2.7507
H: -2.2436 3.2380 -2.8929
H: -2.5600 4.2794 -1.8407
O: 0.8441 1.2861 -6.5480
H: 0.2618 1.1220 -5.8062
H: 1.7193 1.0888 -6.2143
O: -1.8384 5.4238 2.0178
H: -2.1459 4.5857 2.3630
H: -1.9586 6.0397 2.7406
O: 0.4585 0.0629 0.7694
H: -0.1920 -0.5941 1.0172
H: 0.2398 0.2881 -0.1348
O: 4.1422 -0.4676 -3.4503
H: 4.4099 0.2732 -2.9064
H: 4.9410 -0.7306 -3.9075
O: 1.9010 5.6836 -1.5957
H: 1.2078 5.5835 -0.9432
H: 1.4378 5.8840 -2.4091

## Properties
- Gap between HOMO and LUMO: 11.16 eV
- Energy above the lowest of the compared OMol25 structures with the same formula, charge and spin: 68.2 kcal per mole
- 2S+1: 1
- Energy: -29118.6959 eV
- Net charge: 0
- LUMO energy: -0.2 eV